[1]
Density functional theory data (the ωB97M-V functional and the def2-TZVPD basis) for a single C5H10 molecule at a distorted geometry.

The geometry in XYZ format:
```
15
C5H10 (the ωB97M-V functional and the def2-TZVPD basis)
C -0.081 -0.832 1.328
C -0.489 0.277 0.411
C -1.570 -0.031 -0.648
C 0.766 0.842 -0.253
C 1.606 0.022 -0.919
H 0.293 -1.708 0.795
H -0.905 -1.314 1.876
H 0.694 -0.486 2.087
H -0.877 1.036 1.087
H -1.971 0.899 -1.139
H -2.373 -0.602 -0.169
H -1.152 -0.711 -1.437
H 0.941 1.968 -0.279
H 2.480 0.342 -1.507
H 1.479 -1.083 -0.826
```

Values from the calculation:
LUMO in eV: 1.186
SMILES: C=CC(C)C
Kohn-Sham gap in eV: 10.705
HOMO in Eh: -0.34981
Energy relative to the best compared isomer or geometry (same formula, charge and spin) in kJ/mol: 108.0

These are the natural (NBO) partial charges, in e, on atoms 1 to 5: -0.599, -0.281, -0.596, -0.166, -0.417

***

[2]
Density functional theory data (the ωB97M-V functional and the def2-TZVPD basis) for a gas-phase ion, C5H5F4N2 (charge +1) at a distorted geometry.

The geometry in XYZ format:
```
16
C5H5F4N2 (the ωB97M-V functional and the def2-TZVPD basis)
C -1.509 -0.404 -0.512
C -0.207 -0.875 -0.368
C -0.258 1.315 0.225
C 3.143 -0.443 -0.030
C 1.903 0.324 0.426
N -1.465 0.861 -0.205
N 0.597 0.158 0.266
F 2.724 -1.238 -0.999
F 3.837 -1.297 0.858
F 2.118 1.176 1.404
F 0.402 2.030 -0.863
H -2.313 -0.854 -1.112
H 0.119 -1.756 -0.669
H -0.332 2.068 1.010
H 3.967 0.307 -0.507
H -2.155 1.639 -0.269
```

Values from the calculation:
LUMO (spin up / spin down) in eV: -6.260 / -6.261
SMILES: F/C(C(F)F)=[N+]1/C=CN[C@@H]1F
Net charge: +1
Kohn-Sham gap (spin up / spin down) in eV: 7.272 / 7.271
HOMO (spin up / spin down) in Eh: -0.49731 / -0.49731
Energy relative to the best compared isomer or geometry (same formula, charge and spin) in kJ/mol: 285.3

These are the natural (NBO) partial charges, in e, on atoms 1 to 5: 0.106, -0.137, 0.463, 0.483, 0.709

***

[3]
Density functional theory data (the ωB97M-V functional and the def2-TZVPD basis) for a molecular structure, C32H48LiN6O5P.

The geometry in XYZ format:
```
93
C32H48LiN6O5P (the ωB97M-V functional and the def2-TZVPD basis)
Li -1.062 -0.979 0.749
O -2.071 5.006 4.683
C -2.801 4.690 3.506
C -2.190 3.473 2.869
C -1.594 2.484 3.637
C -1.085 1.365 3.000
N -1.143 1.189 1.678
C -1.734 2.132 0.943
C -2.256 3.291 1.496
C -1.815 1.834 -0.524
C -1.896 2.829 -1.486
C -2.019 2.473 -2.822
C -2.148 3.531 -3.887
O -3.433 4.145 -3.868
C -2.065 1.124 -3.135
C -1.966 0.193 -2.111
N -1.836 0.534 -0.833
H -2.476 5.771 5.100
H -2.792 5.517 2.791
H -3.847 4.470 3.747
H -1.520 2.591 4.711
H -0.613 0.572 3.571
H -2.733 4.037 0.869
H -1.849 3.876 -1.210
H -1.926 3.101 -4.867
H -1.437 4.336 -3.707
H -4.096 3.465 -4.028
H -2.162 0.794 -4.164
H -1.981 -0.874 -2.308
C -4.506 -1.499 0.556
N -4.200 -2.607 1.450
C -4.881 -3.888 1.252
C -3.114 -2.509 2.237
C -2.768 -3.708 3.084
O -2.416 -1.488 2.284
H -5.529 -1.609 0.203
H -3.819 -1.491 -0.290
H -4.409 -0.552 1.086
H -5.678 -3.739 0.529
H -5.330 -4.253 2.177
H -4.199 -4.639 0.853
H -3.629 -4.085 3.637
H -1.987 -3.415 3.779
H -2.400 -4.511 2.437
N 5.452 -0.918 3.837
C 4.298 -1.326 4.430
O 4.243 -1.718 5.577
C 3.068 -1.266 3.565
C 2.862 -0.261 2.632
C 1.688 -0.275 1.896
N 0.756 -1.218 2.030
C 0.964 -2.180 2.933
C 2.095 -2.237 3.729
H 6.302 -0.973 4.370
H 5.500 -0.727 2.853
H 3.581 0.538 2.493
H 1.474 0.506 1.175
H 0.187 -2.933 3.011
H 2.224 -3.019 4.465
O -2.008 -4.803 -0.311
C -1.620 -3.655 -0.329
N -1.237 -2.527 -0.347
C 2.758 -1.126 -4.426
C 1.516 -1.011 -3.536
C 0.888 -2.403 -3.364
P 1.659 -0.148 -1.895
C 1.678 1.645 -2.377
C 2.452 2.122 -3.606
C 2.003 2.497 -1.147
C 3.326 -0.551 -1.184
C 3.336 -2.053 -0.866
C 4.637 -0.115 -1.839
H 2.469 -1.419 -5.440
H 3.425 -1.904 -4.048
H 3.328 -0.203 -4.498
H 0.784 -0.378 -4.055
H 1.623 -3.106 -2.964
H 0.555 -2.796 -4.330
H 0.052 -2.411 -2.665
H 0.617 1.807 -2.599
H 3.530 1.987 -3.510
H 2.272 3.192 -3.760
H 2.130 1.607 -4.512
H 3.045 2.369 -0.835
H 1.359 2.241 -0.301
H 1.857 3.560 -1.362
H 3.277 -0.038 -0.218
H 3.506 -2.639 -1.773
H 2.393 -2.386 -0.424
H 4.144 -2.292 -0.168
H 4.816 -0.631 -2.782
H 5.474 -0.360 -1.174
H 4.678 0.958 -2.023
```

Values from the calculation:
LUMO in eV: 0.159
Kohn-Sham gap in eV: 7.930
HOMO in Eh: -0.28558
Energy relative to the best compared isomer or geometry (same formula, charge and spin) in kJ/mol: 0.0

These are the Mulliken partial charges, in e, on atoms 1 to 5: 0.911, -0.516, -0.714, 0.535, -1.185

***

[4]
Density functional theory data (the ωB97M-V functional and the def2-TZVPD basis) for a molecular structure, C80H95FN3P4SiSr at a distorted geometry.

The geometry in XYZ format:
```
185
C80H95FN3P4SiSr (the ωB97M-V functional and the def2-TZVPD basis)
Sr 0.718 0.452 0.150
C -2.316 2.112 -1.728
Si -1.926 0.285 -1.187
C -3.494 -0.247 -0.133
C -4.693 0.480 -0.222
C -5.877 0.066 0.363
C -5.900 -1.103 1.107
C -4.727 -1.819 1.265
C -3.533 -1.415 0.657
P -2.047 -2.521 0.783
C -2.798 -4.016 -0.001
C -2.520 -5.311 0.446
C -3.025 -6.420 -0.220
C -3.782 -6.259 -1.372
C -4.034 -4.980 -1.847
C -3.558 -3.871 -1.164
C -1.948 -3.072 2.552
C -0.754 -2.744 3.200
C -0.501 -3.140 4.506
C -1.453 -3.872 5.200
C -2.636 -4.229 4.564
C -2.873 -3.850 3.251
C -2.507 -0.721 -2.793
C -3.839 -0.547 -3.201
C -4.470 -1.380 -4.110
C -3.777 -2.469 -4.620
C -2.433 -2.614 -4.320
C -1.775 -1.709 -3.478
P 0.052 -1.744 -3.247
C 0.514 -0.260 -4.264
C 1.653 -0.269 -5.075
C 2.061 0.877 -5.743
C 1.351 2.062 -5.610
C 0.227 2.090 -4.799
C -0.185 0.941 -4.136
C 0.679 -3.039 -4.411
C 1.583 -3.965 -3.895
C 2.152 -4.944 -4.704
C 1.820 -5.011 -6.047
C 0.943 -4.072 -6.583
C 0.392 -3.088 -5.778
H -3.234 2.521 -1.293
H -2.404 2.225 -2.813
H -1.494 2.755 -1.389
H -4.707 1.415 -0.770
H -6.777 0.660 0.246
H -6.817 -1.453 1.567
H -4.755 -2.726 1.849
H -1.900 -5.458 1.321
H -2.806 -7.415 0.151
H -4.164 -7.125 -1.898
H -4.606 -4.840 -2.757
H -3.788 -2.877 -1.534
H -0.004 -2.182 2.658
H 0.447 -2.890 4.969
H -1.268 -4.183 6.221
H -3.377 -4.821 5.091
H -3.779 -4.193 2.770
H -4.412 0.266 -2.777
H -5.504 -1.207 -4.387
H -4.269 -3.187 -5.268
H -1.903 -3.458 -4.735
H 2.228 -1.177 -5.196
H 2.948 0.846 -6.366
H 1.673 2.956 -6.131
H -0.335 3.009 -4.677
H -1.071 0.973 -3.520
H 1.858 -3.913 -2.848
H 2.852 -5.654 -4.279
H 2.247 -5.779 -6.678
H 0.692 -4.106 -7.638
H -0.248 -2.335 -6.221
C 6.236 -1.250 2.326
C 5.264 -0.897 1.191
C 5.961 0.022 0.184
C 4.703 -2.159 0.551
C 5.532 -2.951 -0.233
C 5.068 -4.119 -0.820
C 3.755 -4.509 -0.598
C 2.890 -3.746 0.180
C 1.484 -4.240 0.471
C 1.535 -5.318 1.564
C 0.763 -4.772 -0.770
C 3.352 -2.542 0.754
N 2.475 -1.689 1.414
C 2.554 -1.566 2.745
C 3.257 -2.432 3.634
C 3.277 -2.239 5.003
C 2.607 -1.174 5.601
C 1.908 -0.301 4.772
C 1.899 -0.522 3.421
F 1.200 0.367 2.629
H 6.623 -0.341 2.796
H 7.081 -1.825 1.937
H 5.738 -1.842 3.092
H 4.429 -0.342 1.616
H 6.871 -0.435 -0.215
H 6.246 0.958 0.672
H 5.303 0.262 -0.652
H 6.563 -2.650 -0.392
H 5.724 -4.726 -1.434
H 3.402 -5.437 -1.037
H 0.912 -3.395 0.856
H 2.129 -6.174 1.230
H 0.525 -5.669 1.803
H 1.984 -4.925 2.479
H 1.368 -5.488 -1.331
H 0.480 -3.954 -1.438
H -0.152 -5.284 -0.478
H 3.788 -3.272 3.198
H 3.827 -2.939 5.623
H 2.633 -1.021 6.672
H 1.370 0.554 5.166
C 0.441 5.040 2.777
C 0.437 5.591 1.341
C -1.022 5.533 0.831
C 0.892 7.051 1.394
P 1.454 4.341 0.283
N 0.750 2.999 0.091
C 1.779 5.276 -1.377
C 2.840 6.377 -1.394
C 0.451 5.868 -1.874
C 2.142 4.197 -2.408
C 3.178 4.193 1.165
C 3.862 5.453 1.691
C 4.113 3.499 0.161
C 2.996 3.193 2.330
H -0.362 5.509 3.356
H 1.379 5.260 3.288
H 0.282 3.960 2.786
H -1.721 5.625 1.669
H -1.220 4.585 0.329
H -1.244 6.344 0.137
H 0.210 7.600 2.055
H 0.858 7.537 0.419
H 1.899 7.161 1.794
H 2.638 7.157 -0.659
H 2.839 6.847 -2.385
H 3.844 5.992 -1.219
H 0.163 6.769 -1.335
H -0.353 5.134 -1.795
H 0.559 6.142 -2.929
H 3.117 3.748 -2.217
H 2.164 4.634 -3.414
H 1.383 3.413 -2.387
H 3.955 6.234 0.937
H 4.874 5.189 2.021
H 3.341 5.867 2.555
H 4.447 4.168 -0.632
H 3.618 2.636 -0.289
H 5.006 3.135 0.679
H 2.758 3.691 3.269
H 3.914 2.617 2.490
H 2.193 2.492 2.102
C 4.747 0.049 -3.566
C 4.430 -1.208 -3.077
C 3.359 -1.336 -2.207
N 2.617 -0.296 -1.822
C 2.920 0.909 -2.313
C 3.975 1.133 -3.182
H 5.584 0.178 -4.243
H 5.007 -2.081 -3.355
H 3.081 -2.300 -1.798
H 2.280 1.727 -1.986
H 4.178 2.129 -3.551
C -1.339 1.586 4.366
P -2.237 1.012 2.851
C -2.206 2.590 1.921
C -3.935 1.042 3.543
C -4.951 1.854 3.050
C -6.238 1.774 3.567
C -6.533 0.872 4.578
C -5.528 0.051 5.077
C -4.244 0.137 4.564
H -1.384 0.822 5.143
H -1.759 2.519 4.745
H -0.293 1.743 4.093
H -2.539 3.431 2.534
H -2.827 2.506 1.027
H -1.180 2.761 1.577
H -4.746 2.559 2.254
H -7.017 2.416 3.172
H -7.542 0.801 4.968
H -5.748 -0.659 5.866
H -3.468 -0.517 4.952
```

Values from the calculation:
LUMO in eV: 2.306
Net charge: -1
Kohn-Sham gap in eV: 6.598
HOMO in Eh: -0.15772

These are the Mulliken partial charges, in e, on atoms 1 to 5: -0.313, -0.382, 0.134, 0.648, 0.202

***

The calculation returns the following DFT total energy values, one per record and in order: -5346.1465, -19105.7745, -62638.8515, -137563.3387 eV.